Here is a cluster of 11 separate species, C57H60F6O9 in total in a non-equilibrium geometry from the Open Molecules 2025 dataset. Energies are from ωB97M-V/def2-TZVPD.

Each line ends with the Löwdin charge.
Atoms and positions in Å:
C 4.158354 -2.054931 23.182829  -0.01
O 4.311781 -1.049342 22.164194  0.00
C 5.268568 -1.275895 21.280698  -0.63
O 5.919697 -2.287439 21.194412  0.11
O 5.445281 -0.178842 20.543363  0.00
C 6.636844 -0.192728 19.746026  -0.02
H 3.747340 -2.956065 22.733365  0.10
H 3.431318 -1.642766 23.876078  0.10
H 5.112624 -2.210439 23.677051  0.08
H 7.511699 -0.201350 20.394922  0.09
H 6.642936 0.750153 19.203319  0.10
H 6.626207 -1.015714 19.037241  0.09
C 14.027590 4.013500 27.234571  -0.04
O 13.579857 3.009641 26.327136  0.00
C 12.295494 2.681271 26.459206  -0.62
O 11.497008 3.238549 27.166415  0.13
O 12.059574 1.623343 25.689774  -0.01
C 10.787189 1.002208 25.850659  -0.04
H 13.931018 3.655195 28.261505  0.10
H 13.426154 4.917141 27.147482  0.10
H 15.067616 4.224377 27.016864  0.09
H 10.000997 1.584328 25.374924  0.10
H 10.538650 0.918468 26.912616  0.10
H 10.869020 -0.010568 25.465795  0.08
C 13.209087 -3.070180 23.740663  -0.06
O 12.177613 -3.540706 22.920810  -0.01
C 10.948258 -3.085021 23.163049  -0.61
O 10.642347 -2.251327 23.971974  0.13
O 10.110173 -3.695085 22.338462  0.00
C 8.758919 -3.293605 22.394810  -0.04
H 13.382365 -1.998775 23.583846  0.09
H 14.133935 -3.585064 23.508775  0.08
H 13.028885 -3.183640 24.811927  0.09
H 8.215861 -3.576057 21.496837  0.07
H 8.636564 -2.209712 22.458630  0.08
H 8.222539 -3.691377 23.256552  0.08
F 5.150703 -7.404814 16.652210  0.04
C 5.445908 -6.725425 17.785673  -0.29
C 5.800045 -7.466093 18.899408  -0.02
C 6.192113 -6.788889 20.043670  -0.08
C 6.176729 -5.397967 20.049885  -0.09
C 5.750350 -4.689747 18.939006  -0.08
C 5.398720 -5.347868 17.766496  -0.01
H 5.679250 -8.539544 18.835898  0.12
H 6.596171 -7.364430 20.866977  0.10
H 6.442099 -4.833124 20.933973  0.08
H 5.755407 -3.610069 19.012915  0.09
H 5.228896 -4.838839 16.827501  0.12
F 8.500391 -1.659259 16.388968  0.05
C 8.945311 -2.701887 17.130301  -0.29
C 9.448994 -2.436670 18.385839  -0.02
C 10.006551 -3.471504 19.105444  -0.08
C 9.924407 -4.778376 18.627817  -0.08
C 9.379818 -5.018603 17.384511  -0.08
C 8.852270 -3.976971 16.628887  -0.02
H 9.559731 -1.391652 18.653809  0.12
H 10.496463 -3.314512 20.054361  0.08
H 10.326911 -5.573853 19.242087  0.11
H 9.345742 -6.026858 16.992307  0.11
H 8.445578 -4.232083 15.659970  0.12
F 7.532340 -0.234173 23.242303  0.06
C 6.744144 0.348713 24.170734  -0.28
C 7.012314 0.152270 25.509349  -0.02
C 6.178398 0.690061 26.482392  -0.08
C 5.159633 1.550018 26.095316  -0.09
C 4.983485 1.846769 24.752794  -0.07
C 5.750893 1.220769 23.773683  -0.01
H 7.818284 -0.526763 25.771420  0.11
H 6.293949 0.366426 27.507385  0.10
H 4.548227 2.055343 26.832134  0.10
H 4.264014 2.579377 24.411156  0.11
H 5.485797 1.320019 22.728419  0.11
F 15.718652 -2.099491 17.171126  0.05
C 14.842938 -2.002879 18.198291  -0.30
C 14.569528 -3.138017 18.927890  0.00
C 13.664118 -3.034786 19.974481  -0.07
C 13.188106 -1.793492 20.383290  -0.10
C 13.462632 -0.682325 19.608801  -0.07
C 14.319757 -0.774149 18.506301  -0.03
H 15.008756 -4.082087 18.639564  0.12
H 13.325228 -3.938009 20.469330  0.11
H 12.553115 -1.732767 21.255660  0.09
H 12.972757 0.267868 19.784374  0.11
H 14.567297 0.140142 17.987470  0.12
F 15.429721 -5.417282 23.945636  0.05
C 16.706712 -5.295004 24.368394  -0.28
C 17.246788 -6.196750 25.253275  -0.02
C 18.540199 -5.978655 25.707100  -0.08
C 19.290573 -4.922599 25.200941  -0.09
C 18.761819 -4.111566 24.213546  -0.07
C 17.443032 -4.270233 23.826809  -0.02
H 16.669359 -7.048327 25.590420  0.12
H 19.010028 -6.708525 26.353070  0.10
H 20.314542 -4.778783 25.521628  0.10
H 19.324721 -3.285864 23.797105  0.11
H 17.003823 -3.641080 23.065140  0.10
F 12.642250 -3.221426 29.287315  0.05
C 13.591336 -2.528912 28.622373  -0.28
C 14.889797 -2.565017 29.082950  -0.02
C 15.854982 -1.857920 28.379888  -0.07
C 15.504953 -1.152738 27.224859  -0.09
C 14.197358 -1.139515 26.763816  -0.08
C 13.232784 -1.813141 27.502219  -0.02
H 15.124937 -3.121359 29.981130  0.12
H 16.890171 -1.851332 28.691917  0.10
H 16.312587 -0.643228 26.710587  0.09
H 13.912509 -0.537838 25.911403  0.10
H 12.197951 -1.735193 27.186694  0.11
C 18.107349 -0.152812 23.395015  -0.10
C 18.672918 0.341685 22.222830  -0.10
C 18.032393 0.153067 21.008695  -0.08
C 16.891828 -0.636017 20.946945  -0.07
C 16.363831 -1.192180 22.100034  -0.09
C 16.929172 -0.877397 23.336109  -0.10
H 18.637964 0.045723 24.318779  0.10
H 19.624116 0.858482 22.242211  0.10
H 18.425425 0.598117 20.103790  0.10
H 16.394999 -0.842460 20.004985  0.08
H 15.464446 -1.796419 22.079336  0.08
H 16.482307 -1.270604 24.242616  0.09
C 7.168225 -4.379996 25.730960  -0.10
C 6.160579 -3.557410 26.224835  -0.09
C 6.444841 -2.687372 27.273495  -0.11
C 7.706239 -2.622804 27.838507  -0.10
C 8.692608 -3.478302 27.371701  -0.08
C 8.433055 -4.320230 26.299554  -0.09
H 6.912147 -5.075270 24.940194  0.10
H 5.170676 -3.557985 25.788887  0.09
H 5.650606 -2.033233 27.615391  0.10
H 7.898843 -1.951789 28.665877  0.11
H 9.677508 -3.523323 27.819547  0.10
H 9.212530 -5.001421 25.978104  0.11

Cartesian forces (eV/Å) of the 3 atoms listed first:
C -0.28 0.31 -0.34
O -0.32 0.16 0.12
C 0.51 -0.01 0.17

Summary:
- HOMO level: -9.06 eV
- Total energy: -94814.4988 eV
- Net charge: 0
- SMILES string: COC(=O)OC.COC(=O)OC.COC(=O)OC.Fc1ccccc1.Fc1ccccc1.Fc1ccccc1.Fc1ccccc1.Fc1ccccc1.Fc1ccccc1.c1ccccc1.c1ccccc1
- Kohn-Sham gap: 0.3524 Ha
- ΔE to the lowest compared entry with this formula, charge and spin: 0.0 kcal per mole